{
  "formula": "C22H45N2P3SSeSm",
  "method": "the ωB97M-V functional and the def2-TZVPD basis",
  "species": ["Sm", "P", "P", "P", "H", "C", "C", "H", "C", "C", "C", "C", "C", "C", "C", "C", "C", "H", "H", "H", "H", "H", "H", "H", "H", "H", "H", "H", "H", "H", "H", "H", "H", "H", "H", "H", "H", "H", "H", "H", "H", "H", "H", "H", "H", "H", "C", "C", "C", "C", "C", "C", "S", "H", "H", "H", "H", "H", "H", "C", "N", "C", "C", "N", "C", "C", "Se", "H", "H", "H", "H", "H", "H", "H", "H"],
  "coordinates": [[-0.685430, 0.967683, 0.808643], [-1.683794, -1.557008, -0.489183], [1.716317, -0.782609, 0.378276], [0.381499, 1.358319, -2.222084], [-3.333832, 5.893745, 1.313201], [-3.283152, 5.538488, 0.288564], [-4.077109, 4.557283, -0.176636], [-4.632669, 3.831570, 0.428156], [-2.727747, -2.580972, 0.624375], [-0.678086, -2.939424, -1.192766], [-2.864212, -1.310390, -1.871988], [3.015114, 0.278128, 1.137769], [1.716974, -2.232226, 1.503936], [2.675671, -1.556305, -0.983584], [-0.176071, 2.522607, -3.534825], [0.486241, -0.097118, -3.344909], [2.135219, 1.896725, -2.104101], [-2.806057, 6.217001, -0.416420], [-4.416393, 4.601212, -1.232600], [-3.122206, -1.939036, 1.420870], [-2.127927, -3.375986, 1.085608], [-3.557289, -3.034643, 0.063284], [0.044084, -3.316308, -0.456168], [-0.128248, -2.606758, -2.081072], [-1.338463, -3.771250, -1.483869], [-3.426276, -0.384147, -1.697794], [-3.558228, -2.160950, -1.915409], [-2.331847, -1.224776, -2.825652], [4.002443, -0.185690, 0.997645], [2.817980, 0.411505, 2.210187], [3.004954, 1.264766, 0.651128], [2.324409, -3.045416, 1.088078], [0.690638, -2.592343, 1.641947], [2.121601, -1.952361, 2.480537], [3.599470, -1.982414, -0.566326], [2.944352, -0.843401, -1.769284], [2.097780, -2.376770, -1.427314], [0.611152, 2.567666, -4.302491], [-0.339187, 3.528089, -3.142925], [-1.119137, 2.185001, -3.981872], [0.855941, 0.218503, -4.336942], [-0.530293, -0.507625, -3.459111], [1.146808, -0.885777, -2.964430], [2.411798, 2.419307, -3.028150], [2.825370, 1.067309, -1.913068], [2.192857, 2.613030, -1.273231], [-1.718080, 3.238056, 0.165215], [-0.515356, 3.983189, 0.040377], [-0.096559, 4.788292, 1.118253], [-0.643291, 4.620917, 2.393860], [-1.586283, 3.616011, 2.604364], [-2.165411, 2.917041, 1.514820], [-2.624524, 2.875989, -1.403694], [-2.905134, 4.091711, -1.994417], [-0.137613, 4.204937, -0.979389], [0.578810, 5.620647, 0.912228], [-0.401940, 5.344662, 3.205914], [-1.925421, 3.486522, 3.635305], [-3.042912, 2.259311, 1.608428], [1.512280, 0.363388, 4.767179], [0.926632, -0.952580, 4.748586], [1.543984, -2.084451, 5.266883], [0.704903, -3.127821, 5.058214], [-0.426043, -2.622836, 4.422453], [-1.552772, -3.430647, 3.998381], [-0.274306, -1.280110, 4.170559], [-1.490418, -0.120052, 3.313599], [2.378719, 0.409283, 4.099290], [1.850293, 0.585401, 5.783593], [0.771855, 1.104098, 4.454582], [2.494915, -2.023856, 5.755908], [0.805646, -4.159684, 5.340082], [-1.863650, -4.080020, 4.828510], [-2.387293, -2.779158, 3.714745], [-1.279781, -4.060749, 3.137241]],
  "atomic_forces_ev_per_a": [[1.2718, -1.7766, -1.1964], [-0.5778, -1.3120, -0.5323], [1.0354, -0.3183, 0.4179], [0.4105, -0.2248, -0.7481], [0.6356, -0.6199, 0.1849], [-1.5330, 0.1888, -0.4310], [-1.5532, 2.2288, 0.0073], [0.1379, 0.5400, 0.0064], [-0.1452, 0.3576, 0.5381], [0.4720, 0.2552, -0.0481], [-0.0411, 0.4797, 0.0022], [-0.0439, 0.1839, -0.1140], [-0.4127, -0.1554, 0.2479], [-0.1336, 0.0684, -0.5217], [-0.2020, 0.3018, 0.1739], [-0.1140, -0.3327, 0.0427], [-0.0906, 0.2632, 0.2468], [-0.2024, 0.0553, 0.0658], [0.2198, -0.1357, 1.0534], [-0.1356, -0.3397, -0.1135], [-0.1202, 0.2429, -0.1228], [0.3246, 0.1183, 0.1915], [-0.2175, 0.0603, -0.1793], [-0.1407, -0.1049, 0.1775], [0.0737, 0.3766, 0.1392], [-0.0636, -0.2395, -0.2055], [0.2389, 0.2839, -0.0624], [-0.1920, 0.0108, 0.2115], [-0.2379, 0.2271, 0.1564], [0.1124, -0.0086, -0.3703], [0.2122, -0.2323, 0.1694], [-0.1331, 0.2114, 0.1387], [0.2001, -0.0591, 0.0820], [-0.0649, -0.0762, -0.0916], [-0.2834, 0.2023, 0.0195], [-0.0346, -0.2913, 0.1866], [0.1534, 0.2262, 0.0669], [-0.3102, -0.0851, 0.2118], [0.0566, -0.0389, -0.0968], [0.2543, 0.0249, 0.1055], [-0.1614, -0.1134, 0.4587], [0.4648, 0.1156, -0.1271], [-0.2644, 0.2360, -0.0969], [0.1308, -0.2291, 0.2524], [-0.1760, 0.3612, -0.0688], [0.2700, -0.0604, -0.2058], [0.3227, 0.9659, 0.1347], [-1.1086, 0.6082, -0.5316], [0.0458, -0.1179, 0.1830], [0.3216, 0.7067, -0.2689], [-0.4691, -0.5327, -0.2038], [-0.0606, 1.2727, -1.1781], [0.9595, -1.6382, 0.3826], [1.0149, -0.7751, 0.7198], [-0.2196, -0.2274, 0.8463], [0.0879, -0.4042, 0.1600], [-0.0687, -0.8500, -0.6708], [-0.1601, -0.3604, -0.4429], [0.1284, 0.3924, 0.3106], [0.4267, 0.5990, 0.2137], [-0.9822, -0.6473, -0.7762], [-0.8224, 0.2826, -0.3268], [-0.3666, 0.8105, -0.1136], [0.5713, 1.1214, -0.4832], [-0.5541, -0.5355, -0.1151], [1.4071, -1.4707, 1.1848], [0.1694, -0.0587, 0.2389], [-0.1447, -0.0362, 0.2103], [-0.0949, 0.0671, -0.1919], [0.1145, -0.1818, 0.1679], [0.1764, -0.0339, 0.1123], [-0.1155, -0.0969, -0.0156], [0.0770, 0.2413, -0.2862], [0.2679, -0.1866, 0.1717], [-0.0138, 0.2192, 0.3458]],
  "homo_ha": [-0.5910, -0.5910],
  "lumo_energy_ev": [-10.435, -9.560],
  "multiplicity": 6,
  "e_above_lowest_kj_mol": 0.0,
  "charge": 3,
  "homo_lumo_gap_ha": [0.208, 0.240],
  "e_tot_ha": -5455.430874
}